(1)
C37H37Br2NO4ReSSb2 as an isolated structure in a non-equilibrium geometry. Source: OMol25; level of theory: ωB97M-V/def2-TZVPD.

Results
**Net charge**: +2
**Largest force on an atom**: 1.3 eV/A
**Energy relative to the best compared isomer or geometry (same formula, charge and spin)**: 7.3 kcal per mole
**Multiplicity**: 4

Positions of all 85 atoms, in Å:
Re -0.908 0.893 -0.402
Sb 2.871 0.247 -1.566
Sb 0.500 0.957 1.908
Br -0.421 1.163 -4.362
Br -0.222 2.894 -1.661
S -3.197 0.086 -0.279
O -2.293 -0.631 0.674
O -2.923 1.554 0.012
O -0.012 -2.662 -1.881
O 0.141 -0.571 -1.119
N -2.514 -0.012 -1.710
C -0.549 -1.618 -1.691
C -0.703 1.785 4.624
C -8.936 -1.442 0.257
C -4.833 -0.375 -0.129
C -6.658 -1.035 1.246
C 3.393 1.730 -0.114
C -0.442 -2.891 3.774
C 1.604 -1.815 2.246
C -1.182 3.282 2.797
C -1.406 2.619 5.482
C 3.493 1.004 -3.395
C 4.123 0.610 -5.682
C -0.513 -1.567 3.365
C 1.670 -3.139 2.653
C 0.648 -3.675 3.423
C 6.066 -2.635 -1.424
C 4.346 1.972 -5.846
C 4.136 2.854 -4.793
C -1.992 -1.332 -2.117
C -5.328 -0.685 1.137
C -5.634 -0.402 -1.271
C -1.878 4.116 3.660
C 4.199 -3.701 -0.332
C 3.701 2.374 -3.567
C 3.962 -1.494 -1.237
C 0.519 -1.017 2.610
C -1.048 2.701 -3.446
C 3.411 -2.584 -0.568
C -0.593 2.114 3.275
C 5.522 -3.721 -0.752
C -6.958 -0.761 -1.130
C -7.490 -1.077 0.123
C 2.507 1.578 2.314
C 3.692 0.123 -4.459
C -1.992 3.781 5.002
C 5.288 -1.515 -1.677
C 3.595 1.208 1.311
H 2.650 2.527 -0.177
H 3.539 3.073 -2.755
H -1.116 3.551 1.747
H -5.221 -0.154 -2.240
H 2.413 -1.412 1.646
H 3.531 -0.943 -4.335
H 4.291 -0.070 -6.506
H 2.519 -3.749 2.373
H 4.687 2.349 -6.801
H -7.594 -0.801 -2.004
H 4.328 2.118 -0.527
H 2.461 2.654 2.487
H 4.316 3.912 -4.927
H -0.229 0.895 5.020
H 7.094 -2.661 -1.760
H -7.062 -1.288 2.217
H -1.240 -3.312 4.370
H -2.332 5.023 3.285
H -9.250 -2.100 -0.552
H 3.743 0.126 1.315
H -0.763 3.605 -3.973
H -9.554 -0.543 0.205
H 4.543 1.611 1.675
H -1.997 -1.353 -3.207
H 5.714 -0.679 -2.220
H 2.739 1.108 3.272
H -2.113 2.623 -3.265
H 0.699 -4.706 3.747
H 6.132 -4.595 -0.564
H -2.609 -2.166 -1.781
H -9.139 -1.933 1.206
H -1.487 2.361 6.530
H -4.683 -0.666 2.005
H -2.536 4.430 5.676
H -1.383 -0.978 3.629
H 2.370 -2.583 -0.266
H 3.777 -4.561 0.170

(2)
C29H23BrF4IN3O2PV as an isolated structure in a non-equilibrium geometry. Source: OMol25; level of theory: ωB97M-V/def2-TZVPD.

Results
**Net charge**: +2
**Largest force on an atom**: 3.9 eV/A
**Energy relative to the best compared isomer or geometry (same formula, charge and spin)**: 0.0 kcal per mole
**Multiplicity**: 3

Positions of all 65 atoms, in Å:
I -3.885 0.053 -1.203
Br -1.162 -2.642 -1.349
V -0.851 -0.130 -1.385
P -0.794 -0.270 0.885
F -2.200 -5.182 0.016
F -2.118 -1.094 3.738
F -3.692 -3.253 4.136
F -3.686 -5.281 2.384
O -1.195 2.148 -1.519
O -1.330 -0.519 -3.608
N 0.689 -1.140 -4.473
N -1.277 -1.907 -5.415
N -2.627 3.894 -1.507
C 5.741 0.459 -0.406
C -2.925 1.168 2.152
C 6.479 0.360 -1.582
C -2.374 2.609 -1.738
C -1.348 3.507 2.144
C -3.493 1.785 -2.470
C -1.655 1.184 1.490
C 1.773 -0.199 4.013
C 3.634 0.499 -1.681
C 0.613 -0.014 3.236
C 4.350 0.617 -0.442
C -2.322 -4.067 0.816
C -3.285 2.311 2.860
C 4.333 0.394 -2.844
C 0.653 -0.464 1.885
C -1.670 -1.805 1.482
C 2.233 0.503 -1.718
C -2.177 -2.030 2.731
C 2.779 -1.517 2.285
C -0.873 2.380 1.508
C -2.922 -3.169 3.045
C -2.927 -4.215 2.088
C 1.783 -1.128 1.396
C -0.653 -1.153 -4.442
C -1.741 -2.822 0.546
C 0.996 0.270 -1.632
C 2.815 -1.013 3.583
C -2.549 3.489 2.850
C 5.759 0.378 -2.836
H -1.884 4.382 -1.032
H 3.611 -2.202 2.017
H -0.796 4.416 2.091
H 7.582 0.264 -1.550
H -3.566 4.225 -1.491
H 0.105 2.385 1.066
H -4.227 2.225 3.396
H 1.822 0.279 4.981
H 3.653 -1.140 4.270
H -3.577 0.309 2.103
H -4.419 2.334 -2.638
H 3.774 0.336 -3.757
H -2.929 4.332 3.457
H 6.231 0.413 0.543
H 3.764 0.753 0.468
H -2.301 -1.923 -5.368
H 1.837 -1.418 0.309
H -3.070 1.324 -3.360
H 6.287 0.425 -3.797
H -0.903 -2.831 -5.583
H 1.202 -1.770 -5.073
H 1.137 -0.675 -3.662
H -0.238 0.564 3.590

(3)
C5H9N3O as an isolated structure in a non-equilibrium geometry. Source: OMol25; level of theory: ωB97M-V/def2-TZVPD.

Results
**Net charge**: 0
**Largest force on an atom**: 2.6 eV/A
**Energy relative to the best compared isomer or geometry (same formula, charge and spin)**: 98.5 kcal per mole
**Multiplicity**: 1

Positions of all 18 atoms, in Å:
O -1.149 -0.408 -1.674
N 0.575 1.781 0.806
N 0.014 -2.296 1.036
N 1.991 -1.045 -1.013
C 1.216 -0.420 -0.109
C -1.977 0.365 0.454
C 0.788 0.925 -0.309
C 0.100 -1.203 0.420
C -0.894 -0.128 -0.496
H -2.456 1.237 0.003
H -0.086 2.512 0.564
H 1.956 -2.057 -1.029
H 2.539 -0.482 -1.649
H -2.723 -0.425 0.554
H 1.217 1.411 -1.191
H 1.428 2.227 1.126
H -0.958 -2.617 1.072
H -1.582 0.623 1.434

(4)
One molecule with the formula C5H8N2 in a non-equilibrium geometry. Source: OMol25; level of theory: ωB97M-V/def2-TZVPD.

Results
**Net charge**: 0
**Largest force on an atom**: 1.2 eV/A
**Energy relative to the best compared isomer or geometry (same formula, charge and spin)**: 76.7 kcal per mole
**Multiplicity**: 1

Positions of all 15 atoms, in Å:
N -1.049 -1.971 1.961
N 0.480 -0.214 -0.536
C -0.689 -1.113 -0.496
C -0.651 1.677 0.630
C -0.894 -1.616 0.871
C 0.321 1.102 -0.354
C 1.704 -0.760 -0.627
H 1.884 -1.606 -1.276
H -1.586 -0.582 -0.836
H 2.507 -0.216 -0.152
H -0.312 2.683 0.892
H -0.688 1.101 1.566
H -1.677 1.774 0.251
H 1.152 1.695 -0.719
H -0.502 -1.954 -1.175

(5)
One molecule with the formula C5H8O in a non-equilibrium geometry. Source: OMol25; level of theory: ωB97M-V/def2-TZVPD.

Results
**Net charge**: 0
**Structure (SMILES)**: C1CC1[C@H]1CO1
**Largest force on an atom**: 2.6 eV/A
**Energy relative to the best compared isomer or geometry (same formula, charge and spin)**: 84.3 kcal per mole
**Multiplicity**: 1

Positions of all 14 atoms, in Å:
O -2.026 0.610 0.919
C -1.790 -0.789 0.979
C 0.422 0.321 0.354
C -1.014 0.060 0.079
C 1.189 1.158 -0.615
C 1.463 -0.286 -0.695
H 1.065 -0.933 -1.461
H -1.318 -1.106 1.909
H 1.964 1.860 -0.330
H -1.301 0.097 -0.975
H 0.578 1.489 -1.453
H 0.911 -0.435 0.952
H -2.554 -1.453 0.576
H 2.412 -0.593 -0.240

(6)
One molecule with the formula C3H6N2O. Source: OMol25; level of theory: ωB97M-V/def2-TZVPD.

Results
**Net charge**: 0
**Structure (SMILES)**: [H]/N=C/NC(C)=O
**Largest force on an atom**: 0.5 eV/A
**Energy relative to the best compared isomer or geometry (same formula, charge and spin)**: 8.4 kcal per mole
**Multiplicity**: 1

Positions of all 12 atoms, in Å:
O 0.687 -0.431 -1.634
N -0.360 -0.105 0.360
N -2.041 -1.449 1.179
C -1.220 -1.187 0.250
C 1.431 1.418 -0.285
C 0.580 0.208 -0.606
H -0.441 0.443 1.206
H 1.575 1.541 0.796
H 0.934 2.314 -0.676
H -2.580 -2.274 0.926
H 2.390 1.320 -0.801
H -1.079 -1.732 -0.685

(7)
C17H24CrN5O3 as an isolated structure in a non-equilibrium geometry. Source: OMol25; level of theory: ωB97M-V/def2-TZVPD.

Results
**Net charge**: -1
**Largest force on an atom**: 2.1 eV/A
**Energy relative to the best compared isomer or geometry (same formula, charge and spin)**: 0.0 kcal per mole
**Multiplicity**: 5

Positions of all 50 atoms, in Å:
Cr -0.429 0.018 -1.124
O -3.873 0.269 1.591
O -0.699 -1.888 -1.074
O -2.222 -3.458 -0.555
N -0.211 -3.035 1.970
N -0.521 1.465 2.253
N -2.056 -0.015 0.218
N 0.630 -1.646 3.405
N 0.355 2.107 -1.063
C 3.053 -1.218 -3.438
C -0.514 3.218 -0.756
C 1.114 -3.035 1.731
C -0.492 -2.188 2.996
C -1.940 1.572 2.154
C 1.557 2.106 -0.256
C -1.853 -1.942 3.561
C -2.835 -1.120 -0.316
C -1.882 -2.271 -0.676
C 1.603 1.007 -2.842
C 3.602 0.046 -3.715
C 0.796 2.201 -2.466
C 1.801 -1.342 -2.855
C -2.681 0.531 1.276
C 2.861 1.199 -3.437
C 1.653 -2.155 2.618
C 1.047 -0.212 -2.515
H -0.237 1.793 3.148
H -3.620 -1.503 0.383
H 1.260 2.143 0.815
H 2.688 -1.851 2.626
H -1.891 -0.923 3.972
H -3.370 -0.874 -1.219
H -2.606 -1.990 2.768
H -2.438 1.459 3.117
H -0.125 2.329 -3.055
H -0.081 4.187 -1.100
H -1.434 3.168 -1.319
H 3.726 -2.084 -3.598
H 1.455 -2.332 -2.652
H 4.577 0.044 -4.207
H -2.089 -2.645 4.357
H 2.210 2.950 -0.485
H 1.514 -3.518 0.853
H -2.236 2.564 1.697
H 2.120 1.198 -0.469
H -0.781 3.264 0.313
H -0.279 0.521 2.200
H 1.427 3.138 -2.562
H -0.872 -3.465 1.346
H 3.221 2.208 -3.616

(8)
One molecule with the formula C6H11N in a non-equilibrium geometry. Source: OMol25; level of theory: ωB97M-V/def2-TZVPD.

Results
**Net charge**: 0
**Structure (SMILES)**: C1CN[C@@H]2C[C@H]2C1
**Largest force on an atom**: 5.0 eV/A
**Energy relative to the best compared isomer or geometry (same formula, charge and spin)**: 133.7 kcal per mole
**Multiplicity**: 1

Positions of all 18 atoms, in Å:
N 1.033 0.968 0.443
C 0.019 0.889 1.500
C 1.183 -0.408 -0.304
C -1.406 -0.746 -0.051
C -0.164 -0.461 -0.931
C 0.961 -0.957 -1.846
C -1.441 0.540 0.937
H -2.257 0.648 1.656
H 1.361 -1.332 0.174
H 0.129 -0.077 2.209
H 1.927 1.297 0.693
H 0.229 1.997 1.868
H 1.195 -1.954 -2.088
H -0.345 0.648 -0.931
H -1.576 1.330 0.130
H -2.416 -0.360 -0.365
H 0.961 -0.397 -2.905
H -1.354 -1.716 0.625

Question: Which value of largest force on an atom does entry 2 give?
Answer: 3.9 eV/A